1.
Below is C3H8N2 as an isolated structure, with properties calculated with ωB97M-V with the def2-TZVPD basis set.

Geometry as XYZ:
```
13
Properties=species:S:1:pos:R:3:mulliken_charge:R:1
C -0.1555 1.6369 -0.0253 -0.792
C -0.9055 -0.7788 -0.4873 -0.926
C 1.1174 -0.2984 0.6170 0.211
H -1.4431 1.9077 0.1585 0.223
H 0.3167 1.8382 -1.2142 0.315
H 0.4280 1.9741 1.0429 0.291
H -0.3104 -1.8663 -0.7567 0.281
H -1.4415 -0.2218 -1.6308 0.280
H -1.7671 -1.0176 0.4569 0.234
H 1.8893 0.4195 0.8413 0.351
H 0.7473 -2.2003 0.4055 0.197
N 0.1068 0.1439 -0.1141 0.067
N 1.4177 -1.5371 0.7063 -0.733
```

HOMO energy (eV): -8.6
E_tot (hartree): -228.43521
Frontier orbital gap (eV): 9.2
E_LUMO (eV): 0.574

2.
Below is C6H10OS as an isolated structure, with properties calculated with ωB97M-V with the def2-TZVPD basis set.

Geometry as XYZ:
```
18
Properties=species:S:1:pos:R:3:mulliken_charge:R:1
C -1.4313 1.6069 -0.0437 -1.559
C -0.7049 0.2941 -0.0644 0.724
C 0.6123 0.3260 0.8639 -0.208
C 1.2555 -1.0929 0.7545 -0.648
C 1.1194 -1.2437 -0.7214 -0.717
C 0.5260 0.1370 -1.0985 -0.405
H -1.9876 1.7445 -0.9896 0.326
H -2.0510 1.6705 0.8034 0.483
H -0.6724 2.4376 -0.0226 0.340
H -2.5586 -0.8798 1.0176 0.134
H 0.6334 0.8558 1.8006 0.512
H 2.2578 -1.0750 1.1164 0.359
H 0.6261 -1.7721 1.3029 0.304
H 0.4075 -2.0373 -1.0709 0.283
H 2.0701 -1.4586 -1.2287 0.359
H 0.5059 0.5388 -2.1078 0.455
O 1.2686 1.0684 -0.1964 -0.525
S -1.8769 -1.1200 -0.1153 -0.216
```

HOMO energy (eV): -9.1
E_tot (hartree): -707.98509
Frontier orbital gap (eV): 9.9
E_LUMO (eV): 0.805

3.
Below is C51H45F3N3OP2SScTe as an isolated structure, with properties calculated with ωB97M-V with the def2-TZVPD basis set.

Geometry as XYZ:
```
108
Properties=species:S:1:pos:R:3:mulliken_charge:R:1
Sc 0.3625 0.1488 0.3369 -0.897
N -1.7167 -2.4539 -0.0701 -0.162
P -1.6467 -1.5662 1.4059 0.555
C -3.3612 -1.0868 1.7835 0.028
C -4.3011 -2.0015 2.2550 -0.424
C -5.6167 -1.6097 2.4595 -0.726
C -6.0048 -0.3012 2.1909 -0.683
C -5.0771 0.6130 1.7099 -0.614
C -3.7551 0.2246 1.5142 0.016
C -1.3764 -2.9368 2.5726 0.563
C -1.6544 -2.7297 3.9256 -0.729
C -1.3584 -3.7084 4.8596 -0.658
C -0.7762 -4.9050 4.4521 -0.485
C -0.4949 -5.1167 3.1107 -0.620
C -0.7836 -4.1304 2.1722 -0.234
P -1.5486 -1.5715 -1.5341 -0.034
C -1.5071 -2.9867 -2.7056 0.421
C -2.0154 -2.8363 -3.9967 -0.626
C -1.9844 -3.8949 -4.8934 -0.654
C -1.4464 -5.1209 -4.5127 -0.450
C -0.9182 -5.2742 -3.2381 -0.612
C -0.9360 -4.2077 -2.3419 -0.425
C -3.2460 -0.9513 -1.8928 0.258
C -3.3940 0.2521 -2.5777 -0.162
C -4.6593 0.7640 -2.8568 -0.615
C -5.7898 0.0688 -2.4500 -0.657
C -5.6515 -1.1491 -1.7867 -0.609
C -4.3877 -1.6549 -1.5151 -0.137
H -2.3454 -3.2498 -0.0902 0.471
H -4.0071 -3.0254 2.4641 0.438
H -6.3396 -2.3275 2.8312 0.426
H -7.0330 0.0028 2.3581 0.402
H -5.3810 1.6229 1.4784 0.483
H -3.0265 0.9336 1.1341 0.261
H -2.0987 -1.7934 4.2490 0.469
H -1.5718 -3.5352 5.9092 0.397
H -0.5312 -5.6664 5.1853 0.371
H -0.0302 -6.0437 2.7905 0.410
H -0.5224 -4.2831 1.1328 0.356
H -2.4537 -1.8923 -4.3008 0.390
H -2.3901 -3.7661 -5.8916 0.400
H -1.4336 -5.9509 -5.2115 0.381
H -0.4880 -6.2246 -2.9352 0.404
H -0.4889 -4.3247 -1.3606 0.382
H -2.5138 0.8004 -2.8946 0.476
H -4.7558 1.7055 -3.3906 0.483
H -6.7783 0.4692 -2.6557 0.386
H -6.5297 -1.7022 -1.4717 0.441
H -4.3059 -2.6141 -1.0138 0.214
C -4.1579 4.7370 1.3198 -0.902
C -2.7720 5.1429 1.8097 -0.725
N -1.9535 4.0454 2.3680 0.183
C -1.8294 3.9990 3.8341 -1.002
C -2.9542 3.2165 4.4996 -0.626
C -1.3103 3.1837 1.5571 0.409
S -0.2588 1.9922 2.2371 -0.297
N -1.4696 3.4477 0.2333 -0.280
C -1.2355 2.5762 -0.7075 -0.129
O -1.0356 1.3178 -0.5565 1.311
C -1.1718 3.0593 -2.1166 0.641
C -0.3866 2.3523 -3.0249 -0.036
C -0.3018 2.7767 -4.3436 -0.872
C -1.0118 3.8966 -4.7601 -0.551
C -1.8075 4.5955 -3.8553 -0.748
C -1.8831 4.1824 -2.5320 -0.389
H -4.6551 5.5951 0.8548 0.399
H -4.7821 4.3925 2.1502 0.312
H -4.0843 3.9390 0.5765 0.091
H -2.8734 5.8803 2.6030 0.437
H -2.2130 5.5977 0.9976 0.428
H -1.8163 5.0285 4.1878 0.427
H -0.8768 3.5533 4.0826 0.518
H -3.9330 3.6480 4.2681 0.239
H -2.8270 3.2269 5.5866 0.424
H -2.9413 2.1789 4.1591 0.004
H 0.1682 1.4850 -2.6843 0.388
H 0.3185 2.2338 -5.0480 0.432
H -0.9383 4.2314 -5.7895 0.412
H -2.3635 5.4656 -4.1832 0.418
H -2.4972 4.7132 -1.8116 0.430
Te 1.7018 -1.4044 2.3662 0.211
C 3.5967 -0.5866 2.7995 0.245
C 4.0853 0.5673 2.1818 -0.261
C 5.3240 1.0869 2.5430 -0.718
C 6.0887 0.4622 3.5201 -0.448
C 5.6077 -0.6894 4.1364 -0.556
C 4.3682 -1.2139 3.7790 -0.458
H 3.5026 1.0613 1.4179 0.387
H 5.6893 1.9864 2.0588 0.397
H 7.0551 0.8659 3.7977 0.356
H 6.1966 -1.1826 4.9020 0.357
H 3.9973 -2.1132 4.2662 0.328
F 8.2794 -0.9241 -5.0745 -0.255
C 7.4606 0.1024 -5.3859 0.831
F 8.1904 1.2316 -5.2570 -0.253
F 7.1293 -0.0216 -6.6849 -0.284
C 6.2544 0.1269 -4.4959 0.389
C 4.9744 0.0664 -5.0226 -0.610
C 3.8790 0.1125 -4.1716 -0.569
C 4.0563 0.2223 -2.7896 0.672
C 5.3547 0.2786 -2.2765 -0.643
C 6.4448 0.2328 -3.1250 -0.826
C 2.9189 0.2714 -1.9098 0.413
C 1.9612 0.3128 -1.1592 -1.005
H 4.8338 -0.0183 -6.0926 0.442
H 2.8725 0.0614 -4.5675 0.487
H 5.4942 0.3548 -1.2054 0.592
H 7.4515 0.2775 -2.7232 0.370
```

HOMO energy (eV): -6.7
E_tot (hartree): -4619.31219
Frontier orbital gap (eV): 6.5
E_LUMO (eV): -0.251

4.
Below is a 2-piece molecular cluster, C10H16O overall, with properties calculated with ωB97M-V with the def2-TZVPD basis set.

Geometry as XYZ:
```
27
Properties=species:S:1:pos:R:3:mulliken_charge:R:1
C 0.7538 -0.8415 0.8997 0.262
C 0.5398 -0.2073 -0.2073 -0.752
C -2.7991 1.3645 -0.4503 -1.142
C -2.3227 0.3823 -1.2456 1.197
C 1.7514 0.2885 0.5220 1.348
C 0.5223 -1.8211 1.9603 -1.135
C -2.9470 -0.9822 -1.2810 -1.200
C 3.1358 -0.0720 0.0346 -1.507
C 1.6954 1.5679 1.3279 -1.511
C -1.1906 0.5868 -2.0649 -0.457
O -0.8903 -0.3041 -3.0357 -0.469
H -2.3479 2.3412 -0.4228 0.292
H -3.6499 1.2022 0.1870 0.276
H -0.4769 -2.2485 1.8730 0.283
H 0.6187 -1.3443 2.9386 0.313
H 1.2561 -2.6291 1.9025 0.287
H -2.2240 -1.7131 -0.9246 0.254
H -3.8333 -1.0188 -0.6547 0.390
H -3.2128 -1.2487 -2.3020 0.288
H 3.5535 0.7352 -0.5686 0.389
H 3.1096 -0.9778 -0.5678 0.388
H 3.8057 -0.2351 0.8806 0.353
H 1.9501 2.4311 0.7135 0.370
H 2.4063 1.5298 2.1560 0.391
H 0.6921 1.7093 1.7318 0.360
H -0.6874 1.5440 -2.0720 0.351
H -0.0114 -0.1336 -3.3879 0.381
```

HOMO energy (alpha / beta) (eV): -6.7 / -7.6
E_tot (hartree): -465.65248
Frontier orbital gap (alpha / beta) (eV): 6.2 / 8.0
E_LUMO (alpha / beta) (eV): -0.489 / 0.355